(1)
Below is a structure of composition C25H46Cl2GaN3O6Si at a distorted geometry, with properties calculated with ωB97M-V with the def2-TZVPD basis set.

Values from the calculation:
DFT total energy in Ha: -4730.54231
ΔE to the lowest compared entry with this formula, charge and spin in kcal per mole: 154.69
LUMO (spin up / spin down) in eV: 0.051 / 0.446
Spin multiplicity: 1
Gap between HOMO and LUMO (spin up / spin down) in eV: 4.61 / 7.84

Geometry as XYZ:
```
84
Properties=species:S:1:pos:R:3:forces:R:3
C -2.535086 -0.308527 -5.225291 -0.664 -0.327 -0.394
C -1.430191 -0.990896 -4.506518 -1.034 0.867 2.449
H -2.347615 -0.336626 -6.295439 -0.053 0.355 -0.187
H -2.707512 0.704008 -4.877416 0.048 -0.173 -0.217
H -3.459776 -0.885985 -5.058115 0.216 0.171 -0.084
C -0.901025 -2.171238 -5.030508 0.946 -0.880 0.003
C -0.817344 -2.530228 -6.451244 0.065 -0.441 -0.657
H -0.509413 -2.888483 -4.327311 0.075 -0.063 -0.050
H -0.413258 -1.715564 -7.048255 0.106 0.127 -0.196
H -1.776565 -2.799472 -6.914280 -0.065 0.086 0.123
H -0.173528 -3.410581 -6.576166 -0.083 0.262 -0.048
Ga -0.205826 1.442098 1.193105 -0.665 1.194 1.160
Cl 1.211400 3.084379 1.458025 -0.074 -0.225 0.131
C -0.393881 -1.326751 2.013366 0.373 0.611 0.427
O 0.155539 -0.198446 2.186367 -0.357 -1.380 -0.441
N 0.195277 -2.460236 2.380941 -0.194 0.481 -0.173
C 1.611960 -2.555770 2.687718 0.233 -0.074 0.157
C -0.576816 -3.647977 2.698576 0.002 -0.189 -0.163
H -1.401248 -1.434110 1.572324 0.296 0.186 0.261
H 2.022766 -1.600922 3.023487 -0.132 -0.146 -0.203
H 2.167968 -2.934142 1.813965 -0.204 0.258 0.264
H 1.682311 -3.294199 3.487734 0.335 0.140 0.025
H -1.638019 -3.441432 2.562500 0.072 -0.159 -0.028
H -0.371555 -3.908627 3.744940 -0.267 0.111 -0.139
H -0.266311 -4.503322 2.089378 -0.123 0.203 -0.067
H 1.361236 3.475408 5.806368 0.054 -0.145 -0.058
H -0.991529 5.464679 4.619830 0.132 0.257 -0.250
C 1.332671 3.398747 4.712839 -0.064 0.033 -0.084
C -0.376776 4.994550 3.838121 -0.534 0.182 0.564
N -0.027093 3.649892 4.255455 0.143 -0.150 0.162
H 1.691890 2.417345 4.393674 -0.085 0.248 -0.003
C -0.937927 2.662482 4.160329 0.458 -0.769 -0.375
O -0.653685 1.487684 3.897967 -0.336 0.918 1.043
H -0.943662 4.975183 2.897994 0.281 0.062 0.205
H -1.979081 2.988124 4.348739 0.125 -0.029 -0.493
H 1.965919 4.194244 4.319386 0.137 -0.320 -0.103
H 0.552165 5.562378 3.710735 -0.414 -0.090 -0.080
H 2.325543 0.268156 -4.010188 0.001 0.126 0.173
H 2.405044 -2.289573 -4.176311 0.090 -0.073 -0.039
C 3.014012 0.243445 -3.157484 -0.169 0.059 -0.135
C 3.227603 -2.187514 -3.460150 -0.307 0.289 0.276
N 2.943380 -1.075082 -2.559656 0.741 -0.145 0.554
H 2.718801 0.997344 -2.423094 0.114 -0.333 -0.159
C 3.031992 -1.224123 -1.192841 0.233 0.691 -0.123
O 3.083134 -0.315392 -0.376569 0.096 -0.985 -0.757
H 3.302715 -3.108407 -2.878171 0.063 0.022 -0.128
H 3.044261 -2.295137 -0.896848 -0.024 0.207 -0.056
H 4.026618 0.449550 -3.535082 -0.115 0.018 0.171
H 4.149141 -2.026074 -4.035705 -0.067 -0.010 0.257
O -0.586934 -0.019714 -3.629661 0.722 -0.855 -0.494
C -1.475652 -0.871328 -2.977286 -0.378 0.219 -0.891
C 0.197511 -2.615358 -2.159875 -0.146 0.185 -0.273
C -1.068224 -2.022085 -2.146045 0.062 -1.104 0.468
H 0.951314 -2.140489 -2.780543 -0.145 -0.052 0.488
C 0.453425 -3.821318 -1.504631 -0.515 -0.118 0.271
H -2.348541 -0.360914 -2.576068 -0.098 0.045 0.062
C -2.097487 -2.705866 -1.479957 -0.116 0.430 -0.295
H 1.454174 -4.255240 -1.516933 -0.225 0.110 -0.056
C -0.591516 -4.506718 -0.862887 0.050 0.087 -0.002
C -1.879401 -3.942144 -0.885353 0.103 -0.348 0.229
H -3.095194 -2.245210 -1.511936 0.375 -0.373 0.189
H -0.405858 -5.482668 -0.366983 -0.183 0.765 -0.453
H -2.732534 -4.492812 -0.467460 0.436 0.269 -0.047
Si -0.378612 2.771047 -2.515763 0.120 -0.184 1.756
Cl 0.187133 0.545906 -0.636457 0.639 -0.717 -1.361
C 1.331752 3.526865 -2.317913 0.333 0.378 -0.601
C -1.299698 3.762714 -1.157401 -0.295 -0.072 -0.496
C -1.278054 2.726303 -4.121870 -0.062 0.853 -0.712
H 2.144361 2.806243 -2.417890 -0.037 0.198 -0.089
H 1.417382 3.983797 -1.320174 -0.107 -0.233 -0.365
H 1.473217 4.319611 -3.069487 0.191 -0.079 0.145
H -0.612660 2.382854 -4.931337 -0.366 0.133 0.229
H -1.643625 3.742344 -4.324891 -0.044 -0.097 -0.366
H -2.143180 2.058873 -4.060353 0.371 0.378 0.175
H -2.056769 3.178823 -0.628500 -0.041 0.152 -0.139
H -1.788166 4.626815 -1.635251 -0.014 -0.080 0.206
H -0.588808 4.140970 -0.410516 -0.183 -0.129 -0.251
C -3.890039 0.675939 2.174872 -0.041 0.289 -0.070
C -2.770629 1.097091 1.252455 0.327 -0.377 -0.931
O -2.535411 0.392617 0.258688 -0.407 0.667 1.162
O -2.009113 2.145113 1.578558 0.130 -1.759 -0.296
H -4.587826 1.488748 2.371841 0.135 0.066 0.215
H -3.439977 0.318030 3.100621 -0.024 0.241 0.201
H -4.432886 -0.150996 1.724766 0.030 0.054 -0.120
```
Forces are in eV/Å.

=====

(2)
Below is the ion C25H46Cl2N2O9P with charge +1 at a distorted geometry, with properties calculated with ωB97M-V with the def2-TZVPD basis set.

Values from the calculation:
DFT total energy in Ha: -3028.23026
ΔE to the lowest compared entry with this formula, charge and spin in kcal per mole: 52.13
LUMO in eV: -4.595
Net charge: +1
Spin multiplicity: 1
Gap between HOMO and LUMO in eV: 6.37

Geometry as XYZ:
```
85
Properties=species:S:1:pos:R:3:forces:R:3
C 6.992866 0.695741 2.492020 0.269 0.144 0.172
C 6.803623 1.033687 1.007558 -0.095 -0.114 0.718
O 6.455146 2.411029 0.919154 -0.198 -0.386 -0.344
C 6.078754 2.780297 -0.385952 0.091 0.667 -0.400
C 5.036512 3.902938 -0.318139 0.918 -0.218 0.382
O 3.828331 3.511462 0.305900 0.054 0.261 -0.901
C 2.974124 2.774316 -0.553230 0.110 -0.598 0.434
C 3.069733 1.264171 -0.192582 0.251 0.910 0.786
O 1.777636 0.675923 -0.015047 0.005 -0.447 -0.368
C 1.236243 0.127146 -1.194809 0.152 0.767 0.698
C 0.898592 -1.383403 -1.071204 0.003 -1.010 -2.024
P 2.438373 -2.289542 -0.544567 3.195 -0.112 -1.141
N 3.478088 -2.087746 -1.694311 -0.756 -0.209 0.106
O 2.202911 -3.879774 -0.318205 -1.011 0.532 0.491
O 3.095802 -1.653355 0.763193 -1.730 -0.321 -0.022
C 0.787204 -1.799349 -2.612333 -0.269 0.721 1.486
C -0.642342 -1.296393 -2.969327 2.701 -2.052 -1.120
O -1.001016 -1.963721 -4.156247 -0.724 1.022 0.004
N -1.430278 -1.848725 -1.795360 -1.379 -1.233 -1.046
Cl -1.691624 -3.554982 -2.299060 0.230 -0.414 0.628
C -2.875865 -1.380248 -1.613937 -1.144 0.797 -0.861
C -3.112489 0.084009 -2.033207 0.686 0.237 0.818
C -4.200603 0.800531 -1.187274 0.031 0.606 -1.245
C -5.551467 0.696166 -1.951028 0.349 -0.138 0.917
C -3.822418 2.290343 -0.911611 -0.206 -0.248 0.768
C -4.065884 2.584143 0.604710 0.175 -0.458 -0.997
C -5.536536 2.514298 0.934348 1.147 1.036 -0.617
C -6.137721 1.608465 1.663446 -1.321 -0.826 1.173
C -7.597137 1.879530 2.078127 0.951 -0.501 -0.715
C -5.538831 0.295259 2.122799 0.096 0.066 -0.455
C -0.529037 -1.821466 -0.569382 1.150 1.705 2.113
Cl -1.044111 -0.441261 0.514429 -0.430 -0.196 -0.484
C -0.729038 -3.067528 0.321765 0.326 -0.656 -0.599
C -0.264357 -2.921464 1.760882 1.894 -0.376 -1.819
O -1.004821 -2.678734 2.609820 -2.867 0.767 2.863
O 1.056556 -3.156488 2.041026 -0.163 0.012 -0.925
C 1.532478 -2.512555 3.192814 1.064 -2.960 1.885
C 2.210258 -3.414873 4.203748 0.438 -1.046 -1.441
O 1.468191 -1.368693 3.357042 -0.604 3.316 -0.663
H 8.048549 0.619916 2.770755 -0.137 -0.012 -0.115
H 6.502795 -0.237148 2.785664 0.067 0.089 -0.182
H 6.573469 1.499850 3.105183 -0.070 -0.119 -0.178
H 7.722342 0.830628 0.438186 -0.216 0.001 -0.027
H 5.979578 0.423698 0.604416 0.205 0.112 -0.134
H 5.731907 1.915112 -0.975009 -0.126 0.097 0.214
H 6.941487 3.194915 -0.940141 -0.079 -0.167 0.114
H 5.481111 4.692668 0.297416 -0.247 -0.083 0.003
H 4.897754 4.319363 -1.327418 -0.256 -0.133 0.139
H 3.228572 2.912277 -1.613070 -0.089 0.284 0.155
H 1.963607 3.143705 -0.344666 0.017 -0.271 -0.204
H 3.548231 1.243986 0.793554 -0.149 -0.068 -0.121
H 3.726847 0.697916 -0.865742 -0.443 -0.115 -0.083
H 1.961788 0.249707 -2.007375 -0.041 -0.321 0.137
H 0.357924 0.732254 -1.473021 -0.043 -0.389 0.067
H 3.769174 -2.983683 -2.074268 0.303 0.343 -0.249
H 2.474168 -4.389333 -1.094612 0.077 0.204 0.141
H 2.437298 -1.167075 1.298290 0.326 0.110 0.117
H 1.534911 -1.339508 -3.256822 0.003 0.131 0.332
H 0.977518 -2.874652 -2.666524 -0.812 0.034 -0.504
H -0.648160 -0.217491 -3.110667 -0.627 -0.020 0.678
H -0.354795 -1.687991 -4.824266 -0.240 -0.065 0.002
H -3.255989 -1.627926 -0.620761 0.659 0.139 0.126
H -3.457419 -1.998729 -2.295274 0.186 -0.025 0.040
H -2.178870 0.644445 -1.890590 -0.154 -0.117 -0.123
H -3.376872 0.102796 -3.095565 0.168 0.102 0.113
H -4.270084 0.313678 -0.211342 -0.059 -0.117 -0.192
H -6.354821 0.776723 -1.211890 -0.103 -0.214 -0.314
H -5.693654 1.515727 -2.660755 0.242 -0.180 -0.029
H -5.571332 -0.261039 -2.483336 -0.464 0.132 0.091
H -4.439970 2.964865 -1.515071 0.093 -0.109 0.033
H -2.775730 2.497875 -1.170796 -0.138 -0.079 0.087
H -3.610946 3.546748 0.860842 -0.315 -0.016 0.065
H -3.514653 1.809786 1.153166 -0.051 0.251 0.091
H -6.155405 3.311628 0.519607 0.184 0.138 0.232
H -8.055397 0.958904 2.444480 -0.198 0.256 -0.006
H -8.112660 2.238529 1.182891 -0.298 0.044 0.362
H -7.589735 2.649641 2.851598 -0.250 -0.147 -0.021
H -6.088093 -0.162179 2.947407 0.197 0.250 0.093
H -5.633617 -0.411621 1.281485 -0.001 0.029 0.227
H -4.470832 0.370141 2.350472 -0.193 -0.075 0.162
H -1.806517 -3.242970 0.380474 0.137 0.114 0.189
H -0.293955 -3.987463 -0.081122 0.174 0.380 -0.198
H 1.501559 -3.845456 4.913397 -0.010 0.275 -0.025
H 2.659462 -4.249832 3.645783 -0.210 0.014 0.237
H 3.043593 -2.902571 4.679035 -0.407 0.266 0.202
```
Forces are in eV/Å.

=====

Q: Look up the ΔE to the lowest compared entry with this formula, charge and spin of the first one.
A: 154.69 kcal per mole